Record 1
Molecular formula: C39H96N8O3
Method: DFT, ωB97M-V/def2-TZVPD

Geometry as XYZ:
```
146
Properties=species:S:1:pos:R:3:forces:R:3
C 8.354 -11.675 -9.668 0.80 0.29 1.36
C 8.473 -11.185 -8.192 -0.73 -0.78 -1.46
N 8.065 -12.256 -7.274 1.24 0.90 1.37
C 6.727 -12.787 -7.450 0.19 0.92 -1.67
C 6.341 -13.906 -6.571 -0.75 -0.96 1.02
C 8.311 -11.798 -5.885 -0.12 -0.69 0.30
C 7.478 -10.600 -5.460 -0.02 0.19 -0.39
H 7.320 -11.769 -10.000 0.24 0.30 -0.17
H 8.862 -12.639 -9.696 -0.12 -0.18 -0.27
H 8.957 -10.975 -10.246 -0.54 0.01 -0.45
H 9.497 -10.872 -7.992 0.19 -0.39 0.17
H 7.919 -10.249 -8.120 -0.49 -0.03 0.17
H 5.937 -12.039 -7.393 -0.16 0.64 0.46
H 6.621 -13.054 -8.502 0.29 -0.47 -0.03
H 6.968 -14.797 -6.537 0.41 0.21 -0.28
H 6.213 -13.572 -5.541 0.03 -0.01 0.14
H 5.356 -14.254 -6.882 -0.13 -0.03 -0.04
H 9.359 -11.647 -5.624 0.39 0.40 -0.98
H 8.136 -12.634 -5.207 -0.52 -0.16 -0.03
H 7.334 -9.896 -6.279 -0.06 -0.18 -0.14
H 7.985 -9.985 -4.717 -0.26 -0.33 0.48
H 6.487 -10.951 -5.171 -0.05 0.36 0.39
C 10.553 -6.223 -3.640 -0.41 1.38 1.56
C 9.361 -5.250 -3.590 0.39 -0.92 -1.32
N 8.419 -5.656 -4.691 1.78 2.07 1.72
C 7.773 -4.450 -5.199 0.41 -1.37 -2.91
C 8.664 -3.712 -6.237 0.12 0.42 1.25
C 7.464 -6.534 -4.098 -0.65 -0.91 -0.55
C 6.677 -7.263 -5.147 -0.81 0.00 -0.94
H 11.018 -6.068 -2.667 0.55 -0.36 0.12
H 11.264 -5.868 -4.386 -0.19 -0.67 -0.27
H 10.217 -7.259 -3.677 0.26 0.10 -0.48
H 8.871 -5.213 -2.617 -0.33 -0.48 0.22
H 9.723 -4.226 -3.686 0.03 0.02 -0.58
H 6.990 -4.891 -5.815 -0.75 0.66 0.31
H 7.415 -3.738 -4.456 -0.24 -0.10 0.26
H 9.236 -4.278 -6.972 -0.44 -0.60 0.24
H 8.060 -2.988 -6.784 0.07 0.19 0.13
H 9.407 -3.202 -5.623 0.23 0.51 -0.36
H 6.830 -5.925 -3.454 -0.43 -0.38 0.59
H 7.920 -7.374 -3.572 0.54 0.56 0.62
H 5.982 -6.614 -5.679 -0.40 -0.07 0.25
H 6.146 -8.120 -4.732 -0.20 0.10 0.01
H 7.309 -7.633 -5.955 0.38 -0.12 0.37
C 5.246 -22.064 -7.801 1.10 -0.02 -0.57
C 5.975 -21.276 -8.926 -1.32 0.47 1.48
N 5.592 -19.857 -8.741 1.21 -0.21 0.82
C 5.743 -19.066 -9.970 0.15 -1.15 -0.51
C 4.480 -19.139 -10.832 -0.17 0.63 0.37
C 6.428 -19.347 -7.630 -1.43 1.97 1.57
C 5.718 -18.124 -6.917 0.56 0.22 -0.66
H 5.257 -21.573 -6.828 -0.23 0.39 -0.28
H 5.850 -22.952 -7.614 -0.57 -0.62 -0.21
H 4.228 -22.234 -8.152 0.07 -0.36 0.42
H 7.056 -21.374 -8.828 0.25 -0.19 -0.31
H 5.611 -21.692 -9.865 0.25 0.30 -0.20
H 6.111 -18.059 -9.774 -0.32 0.01 0.09
H 6.493 -19.571 -10.577 0.66 0.18 -0.07
H 3.785 -18.346 -10.558 -0.16 -0.07 0.02
H 4.705 -19.026 -11.893 0.07 0.01 0.01
H 3.975 -20.094 -10.682 0.06 -0.03 -0.02
H 7.466 -19.075 -7.819 0.13 0.29 -1.11
H 6.609 -19.989 -6.768 -0.60 -1.02 -0.50
H 5.224 -17.450 -7.617 0.05 -0.10 -0.29
H 6.450 -17.497 -6.409 0.20 -0.08 0.08
H 4.957 -18.352 -6.171 0.04 -0.62 -0.13
C 1.935 -8.905 -0.552 -0.73 1.07 -1.22
C 2.988 -9.930 -0.313 0.73 -0.43 -0.24
N 2.933 -11.123 -1.150 0.22 -1.43 0.85
C 4.066 -12.075 -0.880 -1.21 0.24 0.52
C 4.345 -12.305 0.626 -0.24 0.49 0.46
C 2.540 -10.992 -2.541 0.18 1.39 -0.18
C 3.557 -10.383 -3.548 0.50 -0.75 0.39
H 2.026 -8.031 0.092 0.14 -0.23 0.31
H 0.928 -9.309 -0.447 0.01 -0.22 0.32
H 1.924 -8.480 -1.556 0.28 0.00 -0.20
H 4.019 -9.601 -0.443 0.14 1.12 0.39
H 2.828 -10.139 0.745 0.44 -0.77 0.06
H 4.999 -11.807 -1.377 0.23 0.44 -0.05
H 3.782 -13.030 -1.322 -0.13 -0.08 -0.06
H 3.481 -12.449 1.275 -0.63 -0.43 -0.61
H 4.760 -11.444 1.151 0.57 0.23 -0.50
H 5.000 -13.151 0.833 0.12 0.01 -0.40
H 2.136 -11.948 -2.874 0.16 -0.02 -0.20
H 1.742 -10.250 -2.574 -0.49 -0.46 0.18
H 4.427 -11.033 -3.638 0.11 -0.06 -0.20
H 3.138 -10.242 -4.544 -0.20 -0.19 0.03
H 3.947 -9.412 -3.245 -0.18 0.10 0.31
C 2.595 -6.524 -6.981 -0.21 1.30 1.02
C 3.042 -7.027 -8.307 -1.03 -1.08 0.11
N 2.218 -8.180 -8.755 0.01 0.56 2.57
C 2.220 -9.347 -7.776 -0.68 0.86 -1.32
C 3.534 -10.037 -7.616 1.79 -0.72 0.34
C 2.628 -8.480 -10.058 -0.87 -1.43 -2.98
C 1.519 -9.307 -10.843 1.72 0.69 1.02
H 1.554 -6.209 -7.052 -0.30 -0.50 0.16
H 3.074 -5.573 -6.749 0.47 0.07 -0.06
H 2.764 -7.134 -6.093 -0.09 -0.33 -0.23
H 2.788 -6.229 -9.003 0.62 -0.04 -0.29
H 4.094 -7.314 -8.312 0.35 0.34 -0.20
H 1.836 -9.005 -6.815 0.15 0.29 -0.05
H 1.434 -10.013 -8.131 0.14 -0.22 -0.16
H 4.065 -10.348 -8.516 -0.35 0.39 -0.50
H 4.274 -9.446 -7.076 -0.02 0.51 -0.01
H 3.574 -10.965 -7.046 -0.87 -0.15 0.29
H 3.644 -8.861 -10.156 0.09 -0.62 0.11
H 2.659 -7.601 -10.702 0.06 0.69 0.51
H 1.854 -9.423 -11.874 -0.19 -0.10 -0.03
H 0.659 -8.641 -10.774 -0.35 -0.55 -0.14
H 1.386 -10.284 -10.378 -0.39 0.03 -0.17
C 9.915 -8.241 -12.478 -0.18 -0.73 -0.77
C 10.471 -7.000 -11.901 -1.12 0.06 1.55
O 9.993 -6.447 -10.939 -0.92 0.63 1.61
N 11.475 -6.461 -12.544 2.49 -0.40 -2.30
C 12.076 -5.178 -12.333 -0.98 1.55 0.26
H 8.838 -8.113 -12.584 0.12 0.17 -0.42
H 9.987 -9.170 -11.913 0.51 0.28 0.37
H 10.437 -8.356 -13.428 -0.58 -0.61 -0.31
H 11.743 -6.979 -13.368 0.36 0.38 0.06
H 11.350 -4.401 -12.572 -0.34 0.13 -0.29
H 12.913 -4.945 -12.991 0.16 -0.69 0.19
H 12.273 -4.903 -11.297 0.45 -0.77 0.11
C 11.821 -12.041 -10.443 -0.81 0.85 -2.99
C 12.721 -11.662 -9.388 -3.25 -1.82 2.03
O 13.831 -11.389 -9.537 6.75 2.12 -1.62
N 12.221 -11.750 -8.159 -0.96 0.44 3.23
C 12.964 -11.406 -6.906 -0.61 0.08 -0.74
H 12.282 -11.643 -11.347 0.32 -0.30 -0.21
H 10.939 -11.401 -10.432 -0.56 -0.88 0.40
H 11.723 -13.113 -10.616 -0.55 0.12 0.42
H 11.334 -12.214 -8.031 -0.01 0.28 0.03
H 13.226 -12.338 -6.406 0.28 0.26 0.20
H 12.389 -10.753 -6.250 -0.76 -0.49 0.05
H 13.813 -10.736 -7.043 0.30 -0.70 -0.80
C 6.014 -7.649 -12.106 0.63 0.67 0.52
C 6.374 -7.949 -10.647 -2.34 -2.24 -0.25
O 5.976 -9.070 -10.202 1.60 2.21 -0.39
N 6.851 -6.959 -9.883 0.00 -0.62 0.81
C 7.159 -7.205 -8.483 1.13 0.64 0.38
H 5.557 -8.541 -12.535 0.03 0.30 0.02
H 6.838 -7.275 -12.713 0.29 -0.37 0.05
H 5.361 -6.777 -12.105 -0.56 -0.18 -0.01
H 6.986 -6.023 -10.238 0.24 -0.32 -0.22
H 6.543 -6.663 -7.766 -0.65 -0.31 -0.36
H 8.148 -6.815 -8.243 0.33 0.16 -0.36
H 7.258 -8.262 -8.234 -0.66 0.08 -0.36
```
Forces are in eV/Å.

Output
* HOMO level (alpha / beta): 0.81 / -6.22 eV
* DFT total energy: -60058.4938 eV
* multiplicity: 2
* charge: -1

***

Record 2
Molecular formula: C39H99N3O30P6
Method: DFT, ωB97M-V/def2-TZVPD

Geometry as XYZ:
```
177
Properties=species:S:1:pos:R:3:forces:R:3
C 3.881 -0.434 -0.638 -0.85 -0.81 0.59
C 2.725 -1.345 -0.099 1.84 0.04 -3.22
O 1.690 -0.441 0.242 -3.61 0.46 -0.38
P 0.484 -0.339 -0.828 1.46 2.08 2.45
O 0.803 -0.505 -2.243 -0.55 -0.36 0.04
O -0.278 0.995 -0.369 0.69 -2.03 0.61
C -0.963 1.912 -1.248 0.37 0.73 -1.65
C 0.038 2.974 -1.781 -1.76 -0.48 0.34
O -0.522 -1.568 -0.266 -0.29 0.60 -0.73
C -1.778 -1.807 -0.904 0.97 -0.51 -0.47
C -2.821 -1.111 -0.053 -0.53 0.77 0.92
H 4.291 -0.788 -1.584 0.64 -0.74 0.58
H 3.425 0.472 -1.037 0.05 0.44 0.84
H 4.551 -0.324 0.214 0.47 0.60 -0.78
H 2.434 -1.859 -1.015 -0.33 -0.61 0.24
H 2.980 -2.106 0.639 -0.14 0.62 0.40
H -1.424 1.315 -2.035 0.30 0.02 -0.35
H -1.793 2.467 -0.811 0.15 -0.58 1.01
H -0.538 3.415 -2.595 0.46 -0.01 -0.51
H 0.066 3.782 -1.049 0.71 -0.21 0.12
H 0.988 2.534 -2.087 -0.07 0.30 -0.03
H -1.808 -1.419 -1.922 0.32 -0.11 0.03
H -1.896 -2.891 -0.891 -0.06 -0.06 0.11
H -2.504 -0.793 0.940 0.32 -0.44 0.11
H -2.992 -0.160 -0.557 -0.64 -0.06 -0.07
H -3.667 -1.782 0.093 -0.14 0.34 -0.28
C -3.872 -5.665 -0.345 2.79 -0.08 0.29
C -4.820 -6.397 0.510 0.90 0.85 -0.04
O -6.020 -6.301 -0.204 -2.15 -2.70 -0.58
P -6.382 -7.504 -1.261 -1.18 -0.73 -1.31
O -5.507 -7.660 -2.476 -0.92 0.29 2.45
O -6.660 -8.858 -0.367 2.84 7.22 0.18
C -7.005 -10.013 -0.937 -1.80 -3.58 0.55
C -5.932 -11.080 -0.883 -0.14 -0.15 -0.61
O -7.912 -7.075 -1.691 2.65 -1.13 0.40
C -7.890 -6.017 -2.648 -1.89 1.67 -0.50
C -7.837 -6.254 -4.169 1.59 -0.87 0.37
H -3.630 -6.172 -1.278 -0.72 0.20 -0.27
H -4.097 -4.604 -0.456 -0.14 -0.11 -0.16
H -2.931 -5.800 0.188 0.60 0.69 0.14
H -4.392 -7.372 0.747 -0.72 -0.51 -0.32
H -4.885 -5.876 1.466 -0.67 -0.15 -0.10
H -7.765 -10.213 -0.181 -0.73 -1.57 -0.63
H -7.501 -9.947 -1.905 0.29 0.23 -0.18
H -6.396 -11.969 -1.310 0.26 -0.16 -0.16
H -5.071 -10.787 -1.484 0.02 -0.10 -0.08
H -5.587 -11.367 0.110 -0.18 0.40 0.13
H -8.874 -5.587 -2.462 -0.07 0.21 -0.07
H -7.208 -5.225 -2.338 0.38 -0.18 -0.02
H -7.943 -7.304 -4.441 -1.08 0.01 0.11
H -8.480 -5.543 -4.688 -0.20 -0.43 0.05
H -6.829 -6.146 -4.567 0.24 0.59 0.24
C -4.370 -0.381 -7.572 1.12 -0.49 0.03
C -5.268 0.546 -6.891 -1.84 0.52 -0.60
O -4.559 1.088 -5.780 -1.30 2.01 2.28
P -5.359 2.138 -4.741 0.46 0.70 -0.93
O -6.741 2.521 -5.112 1.61 -0.58 0.34
O -5.161 1.474 -3.287 0.56 -1.70 -4.07
C -5.892 1.806 -2.155 -0.33 1.28 1.21
C -7.292 1.249 -1.948 -0.45 -1.65 -1.25
O -4.355 3.465 -4.663 -1.16 -1.68 0.24
C -3.074 3.313 -4.066 1.64 -0.91 -0.46
C -2.004 3.045 -5.123 0.30 0.05 -0.59
H -3.383 0.057 -7.718 -0.04 0.23 -0.21
H -4.207 -1.188 -6.856 -0.02 -0.67 -0.66
H -4.792 -0.618 -8.548 0.13 -0.63 0.21
H -5.698 1.249 -7.604 0.67 1.01 0.25
H -6.199 0.043 -6.628 0.14 -0.31 0.83
H -5.134 1.446 -1.460 -0.79 0.63 1.20
H -5.949 2.891 -2.250 -0.08 0.28 1.15
H -7.829 1.480 -1.028 0.52 0.51 0.02
H -7.963 1.406 -2.793 0.09 1.07 -0.07
H -7.329 0.162 -2.023 0.66 -0.42 0.51
H -2.731 4.241 -3.609 -0.87 0.02 0.47
H -3.010 2.472 -3.376 -0.64 0.26 0.45
H -2.364 2.388 -5.916 -0.40 0.66 -0.37
H -1.648 4.032 -5.417 -0.01 -0.30 -0.93
H -1.113 2.477 -4.854 0.04 0.11 1.01
C -0.910 6.569 2.106 -0.02 -0.88 -0.37
C -1.961 5.590 2.499 -1.02 0.67 1.67
O -2.471 4.879 1.391 -0.47 -2.12 -0.45
P -3.332 3.519 1.602 -1.31 2.63 1.73
O -3.634 2.843 0.343 0.84 -0.87 -0.50
O -2.555 2.787 2.819 -0.29 2.99 -2.23
C -2.873 1.507 3.218 -0.02 -1.47 1.85
C -3.265 1.490 4.730 -0.06 -0.11 -0.98
O -4.729 4.039 2.264 1.35 -0.81 0.25
C -5.758 4.759 1.500 0.94 -0.15 0.40
C -6.837 3.809 1.057 -0.12 -0.40 -0.47
H -0.929 7.299 2.916 0.84 0.12 -0.26
H -0.021 5.947 1.998 0.62 0.82 0.08
H -1.159 7.017 1.144 0.02 0.22 0.14
H -1.633 4.930 3.303 0.35 -0.28 -0.31
H -2.743 6.165 2.995 -0.68 -0.11 -0.34
H -3.614 1.113 2.523 -0.14 -0.47 0.36
H -1.937 0.949 3.195 -0.11 -0.39 -0.59
H -2.382 1.386 5.360 0.04 0.01 -0.15
H -3.755 2.420 5.019 -0.27 -0.17 -0.12
H -3.902 0.621 4.893 -0.13 0.15 0.23
H -6.115 5.494 2.221 -0.13 0.01 -0.18
H -5.216 5.273 0.707 -0.42 0.06 -0.27
H -7.671 4.295 0.550 0.00 0.39 0.27
H -6.477 3.097 0.314 0.34 -0.06 0.17
H -7.221 3.247 1.908 -0.02 0.09 0.03
C 6.914 -2.089 -0.548 0.72 -0.38 -0.25
C 8.435 -2.482 -0.823 -3.72 -0.91 -0.56
O 9.163 -1.312 -0.793 1.57 2.10 1.81
P 9.595 -0.628 0.653 -0.06 -0.29 0.26
O 10.163 -1.543 1.622 -0.39 -1.07 0.36
O 8.368 0.236 1.310 3.21 -3.70 0.34
C 7.945 1.329 0.631 -2.34 1.39 -0.30
C 6.612 1.668 1.352 0.02 0.80 -0.43
O 10.671 0.442 0.225 -3.03 0.65 -0.39
C 11.867 0.014 -0.319 2.67 -0.09 -0.50
C 12.442 1.239 -1.082 -0.51 -0.33 0.21
H 6.756 -1.625 0.426 0.23 -0.30 0.23
H 6.567 -1.339 -1.258 0.43 0.07 -0.28
H 6.217 -2.918 -0.672 0.19 -0.27 0.22
H 8.751 -3.347 -0.239 0.42 0.61 0.75
H 8.444 -2.881 -1.837 0.28 0.36 -0.25
H 8.687 2.124 0.708 -0.20 0.27 -0.14
H 7.835 0.987 -0.399 -0.47 0.87 -0.45
H 6.730 1.710 2.435 0.61 0.21 -0.13
H 6.211 2.630 1.032 0.04 0.08 -0.08
H 5.805 0.943 1.245 0.31 -0.28 -0.55
H 12.422 -0.398 0.524 0.77 0.73 0.13
H 11.855 -0.882 -0.939 -0.91 0.16 -0.56
H 13.514 1.236 -1.281 -0.06 -0.18 0.29
H 11.939 1.359 -2.042 -0.04 -0.37 -0.14
H 12.138 2.142 -0.553 0.43 -0.02 0.33
C 1.961 2.860 1.268 0.71 0.88 1.21
C 3.121 3.652 2.027 -1.57 -2.37 -1.67
O 3.009 3.207 3.382 1.69 1.33 0.67
P 4.073 3.842 4.477 -1.70 -1.45 3.17
O 3.450 4.788 5.442 0.79 -0.87 -1.53
O 4.550 2.470 5.285 -1.20 0.71 -1.68
C 4.911 1.295 4.503 1.66 -0.47 0.75
C 4.894 -0.035 5.309 -0.62 0.91 -0.13
O 5.366 4.364 3.755 -1.19 -1.25 -0.28
C 5.812 5.695 3.910 3.72 0.12 0.10
C 6.880 5.844 5.131 -1.34 1.52 -0.93
H 1.079 3.267 1.763 -0.47 -0.27 -0.36
H 1.917 3.017 0.191 0.22 0.31 0.13
H 1.994 1.785 1.444 0.23 0.11 0.18
H 4.064 3.284 1.621 0.22 0.72 -0.01
H 2.884 4.704 1.866 0.60 0.14 0.36
H 4.383 1.198 3.553 -0.34 0.24 0.21
H 5.968 1.466 4.299 0.02 -0.09 -0.47
H 5.635 -0.018 6.108 -0.22 0.14 0.08
H 3.897 -0.227 5.704 0.03 0.04 0.24
H 5.142 -0.888 4.677 0.10 0.21 -0.31
H 6.505 5.730 3.070 -0.01 0.47 -0.25
H 5.064 6.444 3.646 -0.24 -0.07 1.14
H 6.575 5.554 6.136 -0.22 -0.39 -0.34
H 7.896 5.540 4.881 -0.41 -1.04 -0.23
H 7.092 6.911 5.206 -0.48 0.41 0.09
C -4.346 -4.318 3.452 -0.72 -0.53 -0.42
N -3.535 -3.110 3.233 1.80 -2.92 -0.64
O -4.139 -2.137 2.914 0.08 2.07 0.04
O -2.322 -3.337 3.151 -0.69 1.45 0.29
H -4.720 -4.397 4.473 -0.03 0.22 -0.21
H -3.778 -5.200 3.156 0.17 0.28 0.41
H -5.112 -4.145 2.696 -0.54 -0.42 0.60
C 2.109 -4.105 2.852 -1.09 1.19 -1.38
N 3.204 -4.874 2.125 2.19 -0.61 2.37
O 4.127 -4.288 1.518 -2.53 -0.44 0.60
O 3.260 -6.057 2.447 -0.36 0.93 -1.00
H 1.827 -3.311 2.160 -0.05 0.05 0.02
H 2.317 -3.601 3.795 1.26 -0.44 -0.14
H 1.208 -4.680 3.063 0.50 -0.64 -0.44
C 3.547 4.132 -3.480 -0.16 -0.23 0.91
N 4.658 3.785 -2.524 2.14 0.63 -1.13
O 4.654 2.732 -1.916 -0.75 0.07 -0.18
O 5.547 4.619 -2.435 -0.59 -0.38 0.19
H 3.336 3.333 -4.191 0.04 -0.25 0.55
H 3.752 5.044 -4.040 0.22 -0.06 0.56
H 2.812 4.252 -2.685 -0.95 0.21 -0.86
```
Forces are in eV/Å.

Output
* relative energy (zero: lowest compared OMol25 entry of this formula, charge and spin): 8.7 kJ/mol
* HOMO level (alpha / beta): -11.83 / -11.83 eV
* DFT total energy: -163668.0965 eV
* multiplicity: 2
* charge: +1